The molecule C3H7N3OS in a non-equilibrium geometry, computed with ωB97M-V/def2-TZVPD.

```
15
Properties=species:S:1:pos:R:3:forces:R:3:mulliken_charge:R:1
S 2.109195 1.259960 1.889488 -0.7 0.3 0.3 -0.19
O -0.230966 -2.322859 0.990858 -0.4 -1.1 0.1 -0.40
N 1.076050 0.897722 0.599272 1.0 1.5 0.3 -0.40
N 0.569149 -1.222806 1.239387 0.8 0.8 0.0 -0.53
N -0.421567 0.765173 -1.681677 0.1 0.7 0.1 -0.61
C 0.361179 -0.243546 0.437548 -0.5 -1.4 0.2 0.36
C -0.631828 -0.258852 -0.685912 0.6 -0.8 0.6 0.15
C -1.609072 0.836066 -0.820974 -0.8 0.1 -0.7 -0.34
H -0.852422 -1.282298 -1.000800 -0.3 0.5 0.1 0.43
H -1.657091 1.672557 -0.134333 0.4 -0.1 0.1 0.22
H 1.264160 1.493368 -0.193191 -0.5 -0.4 -0.3 0.33
H -0.627613 0.423783 -2.601928 -0.2 -0.1 -0.4 0.24
H 0.155486 -3.035827 1.542597 -0.3 0.9 -0.4 0.35
H 3.083784 0.391400 1.685379 0.5 -0.5 -0.2 0.12
H -2.588443 0.626157 -1.265714 0.4 -0.2 0.1 0.27
```
Positions in Å, forces in eV/Å.

The LUMO energy is 0.944 eV. Its total charge is 0. For the energy above the lowest of the compared OMol25 structures with the same formula, charge and spin, the calculation gives 85.30 kcal per mole. For the orbital gap, the calculation gives 0.344 Eh. Its SMILES is O/N=C(/NS)[C@H]1CN1. The calculation puts the total energy at -20574.48481 eV. Its HOMO energy is -8.410 eV.